{
  "formula": "CH3NS",
  "method": "the ωB97M-V functional and the def2-TZVPD basis",
  "mol_weight_g_mol": 61.1,
  "relative_energy_ev": 1.9222,
  "symbols": ["C", "H", "H", "H", "N", "S"],
  "xyz": [[0.88036, 0.28839, 0.17298], [-1.94384, -1.11649, -0.36592], [1.89284, 0.10617, 0.70796], [0.52575, 1.23688, 0.01784], [0.03823, -0.54732, -0.04828], [-1.39334, 0.03238, -0.48457]],
  "forces_ev_per_a": [[5.0, 1.3, 2.4], [-1.3, -1.4, -0.1], [-1.7, 0.0, -1.4], [0.4, 3.3, -0.1], [-0.3, -4.8, 0.4], [-2.1, 1.6, -1.2]],
  "lowdin_charge": [-0.239, -0.165, 0.111, 0.000, -0.493, 0.786]
}

---

{
  "formula": "C32H55BCl10NO10",
  "method": "the ωB97M-V functional and the def2-TZVPD basis",
  "charge": 1,
  "mol_weight_g_mol": 979.1,
  "total_energy_ev": -181929.8892,
  "symbols": ["C", "C", "O", "C", "C", "O", "C", "C", "O", "C", "C", "C", "N", "C", "C", "C", "C", "O", "O", "C", "C", "C", "C", "C", "O", "O", "C", "C", "C", "O", "O", "B", "C", "O", "H", "H", "H", "H", "H", "H", "H", "H", "H", "H", "H", "H", "H", "H", "H", "H", "H", "H", "H", "H", "H", "H", "H", "H", "H", "H", "H", "H", "H", "H", "H", "H", "H", "H", "H", "Cl", "C", "C", "Cl", "H", "H", "H", "H", "Cl", "C", "C", "Cl", "H", "H", "H", "H", "Cl", "C", "C", "Cl", "H", "H", "H", "H", "Cl", "C", "C", "Cl", "H", "H", "H", "H", "Cl", "C", "C", "Cl", "H", "H", "H", "H"],
  "xyz": [[7.32705, -0.68583, 0.49679], [6.79871, 0.85047, 0.45601], [5.81204, 0.98477, -0.62147], [5.86479, 2.35282, -1.09752], [4.54930, 2.84114, -1.87800], [3.36035, 2.07048, -1.59163], [2.49531, 2.03022, -2.78003], [1.00112, 1.55278, -2.43793], [0.62484, 0.30535, -3.08613], [-0.83065, 0.21325, -3.20295], [-1.45829, 0.19564, -1.71852], [-0.79347, -0.68321, -0.59637], [-1.28338, -0.71210, 0.77547], [-0.59003, -1.58286, 1.79278], [0.02579, -2.93218, 1.17647], [-1.05153, -3.85838, 0.42168], [-0.27346, -5.16425, -0.14047], [0.61687, -5.71149, 0.57561], [-0.56680, -5.77387, -1.39350], [0.52846, -5.63301, -2.34368], [1.33347, -6.98792, -2.64689], [-2.43709, 0.10356, 1.15411], [-3.01262, 0.16765, 2.65573], [-2.26289, 1.38985, 3.37053], [-1.13523, 1.73712, 2.89103], [-2.76852, 2.11756, 4.47749], [-3.20930, 0.99089, 0.11005], [-2.71024, 1.04112, -1.36820], [-3.53102, 1.95420, -2.37436], [-4.08916, 1.43713, -3.38843], [-3.69337, 3.35874, -2.14010], [-4.02531, 3.86415, -3.50094], [-2.72240, 4.04322, -4.49290], [-5.37153, 4.13284, -3.93908], [6.38534, -1.34516, 0.35222], [7.99566, -0.82725, -0.41897], [7.84233, -0.91004, 1.49185], [6.34591, 1.17443, 1.47242], [7.72079, 1.51037, 0.30079], [6.78022, 2.43638, -1.80619], [6.09850, 3.03574, -0.20818], [4.42737, 3.96943, -1.63681], [4.78928, 2.79249, -3.01032], [3.03562, 1.34924, -3.52852], [2.48023, 3.10429, -3.20346], [0.30063, 2.37058, -2.86834], [0.87778, 1.54824, -1.29777], [-1.20523, 1.10028, -3.81675], [-1.12452, -0.79820, -3.68009], [0.12753, -1.27635, -0.94261], [0.26935, -1.00420, 2.30590], [-1.28777, -1.90654, 2.64830], [0.90033, -2.75920, 0.45755], [0.41901, -3.55102, 2.06560], [-1.55570, -3.33489, -0.47035], [-1.87763, -4.23703, 1.13916], [0.12278, -5.22536, -3.34789], [1.29038, -4.88857, -1.89276], [1.24933, -7.75309, -1.80501], [2.44245, -6.71760, -2.76268], [1.03052, -7.50437, -3.63227], [-2.95385, -0.82225, 3.21898], [-4.13408, 0.45913, 2.62330], [-2.10576, 2.84919, 4.61110], [-4.12117, 1.62729, 0.40523], [-2.91402, 4.76583, -5.35300], [-2.49088, 2.96975, -4.86724], [-1.80016, 4.32980, -3.85242], [-5.79394, 4.84469, -3.40922], [2.60832, 5.33599, -4.25538], [3.30600, 5.48124, -5.88869], [2.81458, 4.39075, -6.81935], [3.44266, 2.78687, -6.36597], [4.39334, 5.46914, -5.79438], [3.00963, 6.45921, -6.27356], [3.15840, 4.58961, -7.83640], [1.72447, 4.33633, -6.83339], [-6.76740, -0.01355, 2.17331], [-7.21597, 1.63849, 2.66860], [-6.83130, 2.66971, 1.62832], [-5.06301, 2.85699, 1.50235], [-6.74417, 1.84319, 3.63150], [-8.29808, 1.64257, 2.81374], [-7.23567, 3.64555, 1.90437], [-7.21743, 2.40968, 0.64098], [-5.91175, -0.77337, 6.23731], [-5.63928, 0.86604, 6.87991], [-6.93154, 1.54077, 7.29715], [-7.96551, 1.93398, 5.90053], [-5.11210, 1.44436, 6.11837], [-4.97985, 0.76172, 7.74397], [-6.71038, 2.48287, 7.80274], [-7.50926, 0.91604, 7.98063], [10.67595, 0.07043, 1.59673], [10.95959, -1.23414, 2.77616], [11.50670, -2.48735, 2.12247], [10.30119, -3.28249, 1.08006], [10.02019, -1.43019, 3.29667], [11.67768, -0.85151, 3.50446], [11.78908, -3.21158, 2.88932], [12.38889, -2.27163, 1.51706], [-4.64610, -4.89100, 0.37013], [-4.96691, -5.73427, 1.90578], [-5.13564, -4.76861, 3.06233], [-3.60912, -3.94774, 3.48232], [-4.15006, -6.43620, 2.08395], [-5.88417, -6.30975, 1.76576], [-5.45869, -5.31066, 3.95327], [-5.88176, -4.00338, 2.84071]],
  "forces_ev_per_a": [[-1.4, 0.9, -0.5], [0.7, -1.0, 0.7], [1.1, 1.3, 0.8], [0.5, 0.2, 0.0], [1.0, 0.3, -0.8], [-0.1, 0.5, -0.8], [0.6, 0.3, -0.2], [0.4, 1.6, -0.3], [-1.2, 0.4, 0.5], [0.5, -0.6, 1.2], [-1.6, 0.2, 2.7], [-2.5, 2.5, -1.1], [-1.7, 2.0, -2.4], [1.3, -1.2, 1.0], [-0.4, -0.7, 0.0], [0.0, -0.7, -0.8], [2.7, -2.4, 2.1], [-3.4, 2.6, -2.6], [0.1, 2.0, 1.3], [1.6, 0.0, -0.8], [0.3, -0.1, -0.2], [-0.9, 1.0, -2.5], [-0.6, 0.9, -0.1], [4.1, 1.6, -0.7], [-4.3, -1.3, 1.8], [0.8, -1.5, -2.3], [3.7, -2.4, -1.7], [1.5, -1.4, 3.7], [-1.7, -0.3, -2.4], [2.5, 1.8, 3.9], [0.3, -3.4, -1.1], [-0.6, 0.2, -1.6], [0.0, -0.7, 0.8], [2.5, 0.6, 1.7], [1.6, 0.9, 0.4], [-0.7, 0.0, 1.5], [-0.6, 0.3, -1.6], [0.5, -0.6, -1.6], [-1.3, -0.7, -0.1], [-1.5, 0.1, 0.9], [-0.6, -0.8, -1.2], [-0.1, -1.8, -0.3], [-0.5, -0.1, 1.7], [-1.2, 0.8, 0.8], [-0.3, -1.9, 0.5], [1.0, -1.1, 0.8], [0.2, -0.2, -1.5], [0.2, -1.2, 0.9], [0.7, 1.8, 0.5], [-1.6, 0.9, 1.1], [-1.5, -0.6, -1.1], [0.7, 0.7, -1.7], [-1.2, 0.0, 1.2], [-0.5, 1.1, -1.4], [0.7, -0.7, 1.4], [1.4, 0.7, -1.2], [0.4, -0.5, 1.9], [-1.3, -1.1, -0.9], [0.0, 1.2, -1.0], [-1.6, -0.4, 0.2], [0.2, 0.9, 1.6], [0.1, 1.5, -0.6], [1.8, -0.7, -0.2], [-0.6, -1.0, -0.2], [1.9, -1.7, -0.6], [0.4, -1.1, 1.2], [-0.4, 1.8, 0.2], [-1.5, -0.2, -1.2], [0.1, -0.9, -0.4], [0.0, 0.2, 0.0], [0.1, 0.1, -0.3], [-0.1, 0.2, -0.1], [0.0, 0.0, 0.1], [-0.2, -0.1, 0.0], [0.0, -0.1, 0.0], [0.0, 0.0, 0.1], [0.2, 0.0, 0.1], [0.1, 0.0, -0.1], [0.0, 0.3, 0.1], [-0.7, 0.0, 0.1], [-0.7, 1.0, 0.7], [0.0, -0.1, -0.3], [0.1, 0.0, -0.1], [0.1, -0.1, 0.1], [0.2, 0.0, 0.1], [0.0, 0.0, -0.1], [0.1, 0.2, 0.1], [0.2, 0.0, 0.3], [-0.1, 0.0, 0.1], [-0.1, -0.1, 0.1], [-0.1, 0.0, 0.0], [0.0, -0.1, -0.1], [0.1, 0.0, -0.2], [0.0, 0.0, 0.0], [0.1, -0.1, 0.2], [0.2, 0.1, 0.2], [0.0, 0.0, 0.0], [0.1, 0.0, -0.2], [0.0, -0.1, -0.1], [-0.1, 0.1, 0.0], [-0.2, 0.0, 0.0], [0.0, 0.1, 0.0], [0.0, -0.1, 0.2], [-0.4, -0.2, -0.1], [0.1, 0.1, 0.0], [-0.1, 0.2, 0.0], [0.0, 0.1, 0.1], [0.1, 0.0, -0.1], [0.2, -0.1, 0.0]],
  "lowdin_charge": [-0.107, -0.265, -0.191, -0.188, -0.184, -0.184, -0.164, -0.147, -0.178, -0.129, -0.011, 0.102, 0.000, -0.115, -0.163, -0.092, -0.350, 0.063, -0.086, -0.223, -0.085, -0.040, -0.032, -0.365, 0.032, 0.048, 0.081, 0.053, -0.308, 0.099, 0.096, -0.461, -0.003, 0.112, 0.084, 0.079, 0.049, 0.129, 0.109, 0.138, 0.120, 0.132, 0.122, 0.132, 0.038, 0.131, 0.135, 0.125, 0.158, 0.156, 0.158, 0.116, 0.121, 0.140, 0.116, 0.076, 0.131, 0.127, 0.087, 0.082, 0.082, 0.108, 0.065, 0.143, -0.041, 0.080, 0.078, 0.082, 0.117, 0.580, -0.640, -0.654, 0.557, 0.073, 0.075, 0.075, 0.069, 0.575, -0.673, -0.576, 0.698, 0.005, 0.074, 0.084, 0.082, 0.535, -0.657, -0.635, 0.589, 0.053, 0.077, 0.077, 0.074, 0.548, -0.659, -0.662, 0.539, 0.067, 0.072, 0.073, 0.070, 0.558, -0.646, -0.640, 0.547, 0.074, 0.078, 0.079, 0.069]
}

---

{
  "formula": "C4H12O",
  "method": "the ωB97M-V functional and the def2-TZVPD basis",
  "mol_weight_g_mol": 76.1,
  "relative_energy_ev": 1.5251,
  "smiles": "CCO.CC",
  "symbols": ["C", "C", "O", "H", "H", "H", "H", "H", "H", "C", "C", "H", "H", "H", "H", "H", "H"],
  "xyz": [[2.92785, -0.14145, -0.96842], [1.44509, 0.27439, -1.16630], [0.59627, -0.66925, -1.79516], [3.13188, 0.47956, -0.12594], [3.62638, 0.18216, -1.71787], [3.04626, -1.26934, -0.74370], [1.01565, 0.68736, -0.17998], [1.54695, 1.21900, -1.85208], [0.11045, -1.05039, -1.11976], [-1.53775, -0.16689, 1.55153], [-2.85909, 0.22213, 0.79922], [-1.34623, 0.66930, 2.35667], [-1.54125, -0.99933, 2.21032], [-0.76167, -0.26975, 0.81055], [-3.58517, 0.61486, 1.59991], [-3.27743, -0.73056, 0.32078], [-2.53818, 0.94821, 0.02023]],
  "forces_ev_per_a": [[-1.3, -1.7, 0.8], [0.7, 2.5, -0.9], [1.6, 1.5, -1.5], [1.0, 0.0, 1.1], [-0.1, -0.2, -0.8], [-0.1, 1.9, -0.2], [0.5, -0.9, -1.4], [-0.7, -1.6, 1.1], [-1.6, -1.4, 1.8], [-0.8, 2.8, 1.2], [0.1, -1.4, 1.1], [0.3, -1.1, -2.0], [-0.5, -1.3, 0.1], [0.6, 0.1, 0.2], [0.8, -0.4, -1.7], [0.3, 1.6, 0.5], [-0.9, -0.3, 0.6]],
  "lowdin_charge": [-0.097, -0.329, -0.056, 0.045, 0.052, 0.105, 0.113, 0.133, 0.021, -0.181, -0.169, 0.100, 0.036, 0.010, 0.080, 0.075, 0.062]
}

---

{
  "formula": "C2H8N2O2",
  "method": "the ωB97M-V functional and the def2-TZVPD basis",
  "mol_weight_g_mol": 92.1,
  "relative_energy_ev": 4.6410,
  "symbols": ["C", "C", "N", "N", "O", "O", "H", "H", "H", "H", "H", "H", "H", "H"],
  "xyz": [[1.69634, -1.01230, 0.28161], [-1.48029, -0.98492, 0.15103], [1.38326, 0.37987, 0.43555], [-2.14049, 0.80502, -0.06484], [0.89550, 1.02997, -0.74491], [-1.23917, -1.40265, -0.91717], [0.88915, -1.72052, -0.19804], [2.66471, -1.12008, -0.23136], [1.77517, -1.57312, 1.25797], [0.72227, 0.52132, 1.18654], [-2.31539, 1.20436, 0.75341], [-2.87975, 0.83122, -0.66688], [-1.34561, 1.16562, -0.51832], [1.37430, 1.87623, -0.72461]],
  "forces_ev_per_a": [[-0.8, -2.8, -0.7], [1.0, -2.7, -0.9], [0.4, 0.4, 1.0], [1.6, -1.1, -2.5], [0.0, -0.1, 0.3], [-0.8, 0.9, 1.5], [1.5, 1.8, 0.2], [-0.4, -0.1, 0.0], [0.2, 1.4, -0.5], [-0.4, 0.0, -0.3], [-0.9, 2.1, 4.2], [-2.6, 0.1, -1.8], [1.3, 0.7, -0.5], [-0.1, -0.5, -0.1]],
  "lowdin_charge": [-0.162, -0.136, -0.167, 0.095, -0.105, -0.047, 0.074, 0.072, 0.095, 0.087, 0.020, 0.045, 0.033, 0.097]
}